The following is a quantum chemistry calculation of an isolated ion of composition C3H7O2 and charge -1, from OMol25.

Geometry (Å):
O -2.549 -0.891 0.064
O 2.236 0.083 -0.532
C -0.192 -0.403 -0.357
C -1.482 -0.179 0.462
C 0.991 0.368 0.199
H -1.657 0.926 0.441
H 2.050 0.427 -1.407
H -0.352 -0.068 -1.390
H 0.850 1.441 0.126
H -1.181 -0.388 1.528
H 0.095 -1.449 -0.373
H 1.191 0.134 1.238

## Properties
SMILES: [O-]CCCO
total charge: -1

Atomic partial charges in e from the Löwdin method, atoms 1 to 6: number 1, O, carries -0.38; number 2, O, carries -0.13; number 3, C, carries -0.22; number 4, C, carries -0.59; number 5, C, carries -0.28; number 6, H, carries 0.07

***

The following is a quantum chemistry calculation of an isolated ion of composition C3H7O2 and charge +1, from OMol25.

Geometry (Å):
O 0.167 -1.482 0.075
O -1.020 0.599 0.384
C -1.976 0.184 -0.234
C 0.394 -0.310 0.600
C 1.343 0.595 -0.068
H -2.879 0.852 -0.544
H 1.019 1.690 -0.032
H -1.806 -0.943 -0.572
H 1.567 0.233 -1.050
H 0.536 -1.420 -0.827
H 2.302 0.268 0.533
H 0.352 -0.266 1.735

## Properties
total charge: +1

Atomic partial charges in e from the Löwdin method, atoms 1 to 6: number 1, O, carries 0.10; number 2, O, carries 0.02; number 3, C, carries 0.11; number 4, C, carries -0.33; number 5, C, carries 0.01; number 6, H, carries 0.17

***

The following is a quantum chemistry calculation of a 2-piece molecular cluster, C3H7O2 overall, from OMol25.

Geometry (Å):
O 1.360 1.397 0.420
O 2.003 0.871 1.409
C -0.296 -0.075 -0.189
C -0.546 0.197 -1.544
C -0.713 -0.810 0.927
H -1.190 -0.105 1.768
H 2.861 0.618 1.034
H -1.513 0.564 -1.596
H -1.572 -1.518 0.503
H -0.621 -0.774 -2.080
H 0.139 -1.178 1.445
H 0.087 0.813 -2.097

## Properties
total charge: +1

Atomic partial charges in e from the Löwdin method, atoms 1 to 6: number 1, O, carries -0.06; number 2, O, carries 0.00; number 3, C, carries 0.09; number 4, C, carries 0.00; number 5, C, carries -0.01; number 6, H, carries 0.21

***

The following is a quantum chemistry calculation of a 2-piece molecular cluster, C3H7O2P overall, from OMol25.

Geometry (Å):
P 2.531 -0.200 -0.108
O 2.567 0.683 -1.226
O -0.525 1.942 -0.142
C -1.015 1.178 0.583
C -0.714 -0.987 -0.890
C -0.727 -0.299 0.556
H 0.256 -0.384 1.042
H -1.637 1.486 1.500
H -1.142 -1.952 -0.756
H 2.400 0.718 1.036
H -1.381 -0.705 1.265
H -1.005 -0.313 -1.722
H 0.393 -1.167 -1.139

## Properties
SMILES: CCC=O.O=P

Atomic partial charges in e from the Löwdin method, atoms 1 to 6: number 1, P, carries 0.76; number 2, O, carries -0.52; number 3, O, carries 0.08; number 4, C, carries -0.34; number 5, C, carries -0.07; number 6, C, carries -0.21

***

The following is a quantum chemistry calculation of a 2-piece molecular cluster, C3H7O2PS overall, from OMol25.

Geometry (Å):
S -2.866 -0.543 -1.340
P -1.195 -0.296 -0.463
O -0.757 1.136 0.179
O 0.036 -0.323 -1.509
C 1.089 0.531 -1.089
C 0.454 1.676 -0.195
C -0.442 -1.838 1.604
H 0.561 -1.982 1.455
H -1.062 -2.716 1.428
H 1.006 2.142 0.670
H 1.515 1.038 -1.999
H 0.343 2.423 -0.941
H 1.945 0.178 -0.466
H -0.627 -1.425 2.667

Atomic partial charges in e from the Löwdin method, atoms 1 to 6: number 1, S, carries 0.28; number 2, P, carries 0.31; number 3, O, carries -0.31; number 4, O, carries -0.30; number 5, C, carries -0.21; number 6, C, carries -0.23

***

The following is a quantum chemistry calculation of a 2-piece molecular cluster, C3H7O2S overall, from OMol25.

Geometry (Å):
S -1.183 -0.975 0.891
O 0.273 -2.215 -1.509
O 1.799 -0.677 -2.107
C -0.651 1.700 1.595
C 1.088 -1.671 -2.304
C -0.158 0.514 0.700
H -1.704 1.596 1.870
H -0.632 2.618 1.010
H 1.099 -2.114 -3.333
H -0.557 -1.568 -0.210
H 0.784 0.279 1.179
H -0.113 1.657 2.539
H -0.045 0.856 -0.320

## Properties
total charge: -1

Atomic partial charges in e from the Löwdin method, atoms 1 to 6: number 1, S, carries 0.59; number 2, O, carries -0.19; number 3, O, carries -0.11; number 4, C, carries -0.20; number 5, C, carries -0.64; number 6, C, carries -0.63

***

The following is a quantum chemistry calculation of a 2-piece molecular cluster, C3H7O2S overall, from OMol25.

Geometry (Å):
S 0.725 -1.502 2.677
O -0.058 1.330 -3.697
O -0.841 3.392 -3.194
C 0.128 -0.156 1.594
C -0.111 -2.915 1.911
C -0.610 2.190 -2.974
H 0.546 -0.324 0.612
H -0.401 -3.616 2.689
H -0.941 0.007 1.594
H -0.996 -2.592 1.371
H 0.505 -3.442 1.183
H 0.632 0.700 2.042
H -0.859 1.816 -1.933

## Properties
total charge: -1

Atomic partial charges in e from the Löwdin method, atoms 1 to 6: number 1, S, carries 0.70; number 2, O, carries -0.17; number 3, O, carries -0.16; number 4, C, carries -0.42; number 5, C, carries -0.45; number 6, C, carries -0.74

***

The following is a quantum chemistry calculation of C3H7O3 as an isolated structure, from OMol25.

Geometry (Å):
O -0.250 -0.708 0.482
O -0.279 1.635 1.241
O -0.182 3.530 2.694
C 0.473 -1.349 -1.878
C 0.072 2.343 2.318
C -0.585 -1.031 -0.813
H 1.335 -1.023 -1.218
H 0.662 -2.361 -1.999
H -0.997 -2.017 -0.810
H 0.513 1.720 3.117
H -0.214 0.395 0.942
H 0.648 -0.882 -2.904
H -1.196 -0.253 -1.173

## Properties
total charge: -1

Atomic partial charges in e from the Löwdin method, atoms 1 to 6: number 1, O, carries -0.22; number 2, O, carries -0.12; number 3, O, carries -0.11; number 4, C, carries -0.12; number 5, C, carries -0.47; number 6, C, carries -0.43

***

The following is a quantum chemistry calculation of a 2-piece molecular cluster, C3H7O3 overall, from OMol25.

Geometry (Å):
O 2.274 -0.651 -0.423
O -0.814 -0.496 -0.286
O -2.278 0.662 0.866
C -1.334 0.550 0.083
C -0.812 1.854 -0.563
C 2.275 -1.787 0.411
H 1.612 -1.486 1.362
H -1.711 2.206 -1.139
H -0.663 2.537 0.268
H 1.731 -2.632 -0.254
H 3.320 -1.872 0.644
H 1.316 -0.408 -0.634
H 0.168 1.829 -1.086

## Properties
total charge: -1

Atomic partial charges in e from the Löwdin method, atoms 1 to 6: number 1, O, carries -0.21; number 2, O, carries -0.08; number 3, O, carries -0.08; number 4, C, carries -0.85; number 5, C, carries -0.06; number 6, C, carries -0.21

***

The following is a quantum chemistry calculation of a 2-piece molecular cluster, C3H7O3 overall, from OMol25.

Geometry (Å):
O 2.403 -0.940 0.461
O -1.890 1.447 -2.007
O 0.295 -1.396 -0.182
C 1.186 -1.172 0.607
C -0.594 1.603 -1.652
C 0.642 -1.280 2.073
H 0.160 -0.307 2.386
H 1.286 -1.603 2.755
H -0.025 1.361 -2.580
H -0.348 1.021 -0.718
H -0.432 -1.929 2.060
H -0.652 2.661 -1.424
H -2.030 0.534 -1.780

## Properties
total charge: -1

Atomic partial charges in e from the Löwdin method, atoms 1 to 6: number 1, O, carries -0.10; number 2, O, carries -0.13; number 3, O, carries -0.09; number 4, C, carries -0.85; number 5, C, carries -0.21; number 6, C, carries -0.06

***

What are the relative energy (zero: lowest compared OMol25 entry of this formula, charge and spin) values for these records? In order: 2.314, 1.120, 7.056, 2.631, 2.668, 0.605, 0.884, 2.316, 1.458, 2.247 eV.